{
  "formula": "C3H11NS2",
  "method": "ωB97M-V with the def2-TZVPD basis set",
  "total_energy_ha": -972.00215,
  "smiles": "CNC.CSS",
  "e_homo_ev": -8.744,
  "total_charge": 0,
  "e_above_lowest_ev": 0.435,
  "multiplicity": 1,
  "symbols": ["S", "S", "N", "C", "C", "C", "H", "H", "H", "H", "H", "H", "H", "H", "H", "H", "H"],
  "xyz": [[-1.694, 0.411, -0.487], [-1.611, 0.354, 1.572], [2.837, 0.383, -1.442], [2.375, -0.745, -2.231], [2.140, 0.465, -0.170], [-1.114, -1.359, 1.887], [2.770, -0.689, -3.242], [2.711, -1.688, -1.802], [2.698, 1.229, -1.979], [1.054, 0.391, -0.287], [2.519, -0.331, 0.462], [-0.912, -1.384, 2.968], [-1.917, -2.032, 1.618], [-0.224, -1.623, 1.317], [1.288, -0.811, -2.315], [2.315, 1.421, 0.325], [-2.988, 0.080, -0.621]],
  "nbo_charge": [-0.1458, 0.0917, -0.6172, -0.4149, -0.4130, -0.7437, 0.1988, 0.1863, 0.3482, 0.1589, 0.1876, 0.2291, 0.2176, 0.2262, 0.1624, 0.2014, 0.1265]
}

=====

{
  "formula": "C2H7OPS",
  "method": "ωB97M-V with the def2-TZVPD basis set",
  "total_energy_ha": -895.01287,
  "e_homo_ev": [-9.075, -9.075],
  "total_charge": 0,
  "e_above_lowest_ev": 5.529,
  "multiplicity": 1,
  "symbols": ["S", "P", "O", "C", "C", "H", "H", "H", "H", "H", "H", "H"],
  "xyz": [[-1.620, 0.319, 0.310], [-0.383, -1.524, 0.742], [-1.632, 0.174, -1.151], [-0.331, 1.605, 0.577], [0.629, -1.473, -0.786], [-0.045, 1.945, 1.506], [1.118, -2.325, -1.077], [0.954, -0.351, 2.153], [1.440, -0.679, -0.519], [0.049, -1.237, -1.617], [0.526, 1.156, -0.068], [-0.705, 2.389, -0.072]],
  "nbo_charge": [1.0094, 0.4783, -0.9955, -0.8091, -1.0017, 0.2336, 0.2432, -0.1349, 0.2420, 0.2738, 0.2280, 0.2330]
}

=====

{
  "formula": "C38H53MgN4OP2S",
  "method": "ωB97M-V with the def2-TZVPD basis set",
  "total_energy_ha": -3054.92150,
  "e_homo_ev": -8.267,
  "total_charge": 1,
  "e_above_lowest_ev": 0.000,
  "multiplicity": 1,
  "symbols": ["S", "P", "P", "Mg", "O", "N", "N", "N", "N", "C", "C", "C", "C", "C", "C", "C", "C", "C", "C", "C", "C", "C", "C", "C", "C", "C", "C", "C", "C", "C", "C", "C", "C", "C", "C", "C", "C", "C", "C", "C", "C", "C", "C", "C", "C", "C", "C", "H", "H", "H", "H", "H", "H", "H", "H", "H", "H", "H", "H", "H", "H", "H", "H", "H", "H", "H", "H", "H", "H", "H", "H", "H", "H", "H", "H", "H", "H", "H", "H", "H", "H", "H", "H", "H", "H", "H", "H", "H", "H", "H", "H", "H", "H", "H", "H", "H", "H", "H", "H", "H"],
  "xyz": [[3.432, -4.258, -0.037], [0.562, 0.649, -2.767], [0.851, 0.869, 2.634], [0.582, 0.017, 0.121], [3.500, 0.745, -1.210], [0.018, 2.168, -0.101], [-1.417, -0.391, 0.232], [4.075, -1.712, 0.324], [1.721, -2.256, 0.229], [-1.050, -0.835, 3.803], [3.602, 0.754, 2.570], [1.718, -4.610, 0.014], [2.469, 0.700, 3.606], [-0.949, 4.788, -0.208], [-6.675, -1.337, 0.752], [0.276, 3.037, 0.942], [-2.589, -0.512, 0.288], [-0.510, -0.619, -5.091], [-0.934, 1.638, -2.328], [1.118, -5.856, -0.128], [-0.694, 2.596, -1.154], [-0.703, 0.667, 3.766], [0.633, 2.405, -5.053], [-0.474, 1.185, 5.190], [-6.198, -0.049, 1.012], [-1.278, 3.864, -1.203], [-1.042, -4.812, 0.237], [1.475, 1.851, -3.890], [-4.475, -2.044, 0.045], [-1.863, 1.463, 3.143], [-0.130, 4.395, 0.832], [2.515, -0.665, 4.311], [1.109, -1.918, -3.668], [-0.440, -3.554, 0.346], [-3.971, -0.765, 0.376], [-4.852, 0.249, 0.818], [3.012, -2.561, 0.160], [0.953, -3.440, 0.213], [2.355, 0.562, -1.003], [1.921, 3.027, -2.998], [0.857, 2.558, 2.147], [-0.051, -0.904, -3.654], [2.674, 1.837, 4.614], [-1.228, -1.517, -2.876], [-5.823, -2.324, 0.247], [2.729, 1.148, -4.440], [-0.276, -5.954, -0.036], [1.753, -6.720, -0.307], [-1.265, 2.204, -3.208], [-1.942, 4.093, -2.037], [4.963, -2.210, 0.265], [-1.766, 0.969, -2.070], [1.737, -0.782, 5.076], [1.909, 1.875, 5.394], [2.415, 2.681, -2.086], [-6.213, -3.316, 0.016], [-7.722, -1.570, 0.941], [4.065, -0.833, -0.194], [3.636, 1.673, 5.121], [1.985, -1.545, -4.215], [0.328, -0.395, -5.764], [-2.757, 1.314, 3.767], [-1.419, 1.070, 5.743], [-0.994, -1.527, -5.484], [-4.476, 1.257, 1.002], [-6.880, 0.724, 1.372], [-1.254, 0.188, -5.144], [3.299, 1.888, -5.022], [-0.190, -1.443, 4.114], [-0.943, -1.828, -1.862], [3.379, 0.789, -3.634], [-2.086, -0.835, -2.805], [3.487, -0.760, 4.816], [2.652, 3.623, -3.562], [1.080, 3.670, -2.715], [2.495, 0.313, -5.113], [1.187, 3.322, 2.855], [3.593, -0.109, 1.887], [2.725, 2.816, 4.126], [-1.635, 2.536, 3.119], [-0.219, 2.251, 5.204], [2.424, -1.493, 3.593], [1.275, 3.075, -5.643], [0.760, -2.829, -4.177], [-1.019, -2.651, 0.534], [0.271, 1.629, -5.735], [-0.222, 2.997, -4.710], [1.424, -2.194, -2.650], [-1.570, -2.412, -3.420], [-1.389, -1.191, 2.821], [-1.344, 5.800, -0.263], [-2.093, 1.129, 2.125], [-3.807, -2.808, -0.360], [0.285, 0.613, 5.737], [-2.121, -4.898, 0.360], [-1.858, -0.990, 4.532], [4.563, 0.744, 3.107], [0.151, 5.072, 1.636], [-0.754, -6.924, -0.177], [3.560, 1.668, 1.967]],
  "lowdin_charge": [1.1160, 1.1231, 1.0323, 0.4211, 0.0454, 0.0220, 0.1752, 0.0918, 0.0649, -0.0998, -0.1127, -0.4674, -0.6892, -0.0705, -0.0444, -0.3586, -0.0835, -0.0903, -0.2451, -0.0804, -0.3688, -0.6654, -0.0778, -0.0988, -0.0485, -0.0775, -0.0726, -0.6591, -0.0066, -0.0951, -0.0389, -0.0955, -0.0828, -0.0328, -0.1992, -0.0029, -0.6514, -0.2970, -0.1456, -0.0718, -0.3003, -0.6710, -0.0911, -0.0969, -0.0524, -0.0837, -0.0709, 0.1137, 0.0786, 0.1056, 0.0995, 0.0629, 0.0629, 0.0573, 0.0553, 0.1176, 0.1186, 0.0552, 0.0908, 0.0705, 0.0763, 0.0912, 0.0884, 0.0927, 0.1267, 0.1196, 0.0876, 0.0959, 0.0661, 0.0486, 0.0683, 0.0729, 0.0895, 0.1019, 0.0826, 0.0695, 0.0578, 0.0379, 0.0737, 0.0824, 0.0859, 0.0765, 0.0981, 0.0980, 0.0670, 0.0566, 0.0774, 0.0663, 0.0997, 0.0480, 0.1093, 0.0387, 0.1163, 0.0661, 0.1010, 0.0875, 0.0937, 0.1124, 0.1109, 0.0770]
}

=====

{
  "formula": "C3HN",
  "method": "ωB97M-V with the def2-TZVPD basis set",
  "total_energy_ha": -169.57721,
  "smiles": "C#CC#N",
  "e_homo_ev": -11.385,
  "total_charge": 0,
  "e_above_lowest_ev": 0.121,
  "multiplicity": 1,
  "symbols": ["N", "C", "C", "C", "H"],
  "xyz": [[1.862, 0.061, 1.599], [-0.108, -0.032, -0.075], [-0.925, 0.062, -0.915], [0.932, -0.072, 0.911], [-1.760, -0.018, -1.519]],
  "nbo_charge": [-0.2439, -0.1340, -0.0844, 0.2280, 0.2343]
}

=====

{
  "formula": "C7H11Br2N2",
  "method": "ωB97M-V with the def2-TZVPD basis set",
  "total_energy_ha": -5530.46258,
  "smiles": "C=C=C/C(Br)=C\\[N@@H+](C)[C@@H](N)Br",
  "e_homo_ev": -13.018,
  "total_charge": 1,
  "e_above_lowest_ev": 1.789,
  "multiplicity": 1,
  "symbols": ["Br", "Br", "N", "N", "C", "C", "C", "C", "C", "C", "C", "H", "H", "H", "H", "H", "H", "H", "H", "H", "H", "H"],
  "xyz": [[3.515, -0.298, -0.840], [-2.800, -0.500, -0.897], [-0.263, -1.052, 0.716], [-0.224, -1.630, -1.567], [0.400, 2.155, -0.460], [-0.681, 2.889, -0.520], [-1.070, -0.874, 1.953], [1.601, 1.581, -0.206], [1.260, -0.809, 0.684], [1.925, 0.196, -0.009], [-0.722, -0.623, -0.651], [0.142, -1.433, -2.491], [-0.765, -2.487, -1.574], [-1.040, 3.451, 0.322], [-0.549, 0.445, -0.781], [-0.128, -2.049, 0.737], [-1.248, 2.905, -1.454], [-0.321, -0.719, 2.719], [1.787, -1.703, 0.709], [-1.618, 0.058, 1.870], [2.512, 2.227, -0.346], [-1.711, -1.731, 2.086]],
  "nbo_charge": [0.1991, -0.0435, -0.4131, -0.8715, 0.1110, -0.4335, -0.4091, -0.3897, -0.1102, -0.0483, 0.1311, 0.4240, 0.3994, 0.2583, 0.2630, 0.4483, 0.2528, 0.2431, 0.2227, 0.2438, 0.2789, 0.2432]
}